C36H99N18O5P5 | ωB97M-V/def2-TZVPD

Last column: Mulliken charge in e.
CARTESIAN COORDINATES (ANGSTROEM)
O1 2.648 -3.213 6.524  -0.894
P1 3.555 -2.241 5.797  0.461
N1 4.640 -1.465 6.803  0.288
C1 4.451 -1.494 8.273  -1.086
C2 5.767 -0.641 6.378  -1.149
N2 2.638 -1.034 4.900  0.390
C3 1.181 -0.764 5.037  -1.121
C4 3.185 -0.116 3.819  -1.167
N3 4.546 -2.990 4.665  0.428
C5 5.653 -3.896 5.135  -1.093
C6 3.845 -3.482 3.479  -1.096
H1 3.686 -2.159 8.674  0.330
H2 4.349 -0.496 8.699  0.341
H3 5.373 -1.825 8.752  0.354
H4 6.229 -0.929 5.434  0.365
H5 6.561 -0.731 7.119  0.354
H6 5.516 0.420 6.378  0.289
H7 0.804 -1.736 5.354  0.401
H8 1.122 0.158 5.616  0.331
H9 0.741 -0.468 4.086  0.268
H10 2.885 0.898 4.083  0.492
H11 4.271 -0.201 3.834  0.201
H12 2.722 -0.392 2.872  0.378
H13 6.473 -3.274 5.495  0.272
H14 5.240 -4.498 5.944  0.361
H15 6.044 -4.628 4.429  0.395
H16 3.382 -2.700 2.877  0.147
H17 3.201 -4.346 3.643  0.206
H18 4.679 -3.714 2.816  0.532
O2 3.077 -2.385 -1.083  -0.669
P2 2.029 -3.326 -1.434  0.169
N4 0.547 -2.594 -2.048  0.909
C7 -0.799 -3.265 -1.994  -1.193
C8 0.507 -1.434 -2.988  -1.018
N5 1.594 -4.328 -0.079  0.347
C9 0.734 -3.809 0.942  -1.009
C10 2.328 -5.552 0.296  -0.865
N6 2.650 -4.482 -2.595  0.437
C11 1.742 -5.228 -3.334  -1.143
C12 3.968 -4.457 -3.163  -1.025
H19 -1.579 -2.569 -1.685  0.138
H20 -0.684 -4.142 -1.358  0.431
H21 -1.053 -3.596 -3.001  0.397
H22 0.276 -1.771 -3.999  0.367
H23 1.511 -1.040 -3.144  0.067
H24 -0.098 -0.571 -2.711  0.271
H25 -0.043 -4.552 1.122  0.391
H26 1.153 -3.500 1.900  0.203
H27 0.176 -2.913 0.667  0.143
H28 1.755 -6.478 0.329  0.312
H29 3.163 -5.719 -0.384  0.259
H30 2.850 -5.386 1.238  0.153
H31 0.714 -4.881 -3.437  0.237
H32 2.110 -5.324 -4.355  0.440
H33 1.804 -6.260 -2.990  0.335
H34 4.655 -4.684 -2.348  0.274
H35 4.229 -3.521 -3.656  0.237
H36 4.119 -5.156 -3.986  0.456
O3 -6.195 -0.263 1.095  -0.864
P3 -5.272 -0.279 2.289  0.020
N7 -5.675 0.810 3.491  0.462
C13 -6.622 0.412 4.526  -1.131
C14 -5.571 2.294 3.327  -0.809
N8 -3.655 0.221 1.895  0.781
C15 -3.037 0.248 0.601  -0.604
C16 -2.731 0.382 3.059  -1.169
N9 -4.819 -1.787 2.841  0.409
C17 -4.280 -2.185 4.171  -1.079
C18 -5.230 -2.984 2.141  -1.241
H37 -6.857 -0.643 4.385  0.373
H38 -7.499 1.060 4.533  0.324
H39 -6.141 0.538 5.496  0.341
H40 -6.407 2.748 2.795  0.384
H41 -4.732 2.680 2.749  0.034
H42 -5.434 2.818 4.273  0.391
H43 -3.874 0.336 -0.092  0.196
H44 -2.363 1.090 0.445  -0.244
H45 -2.550 -0.701 0.380  0.379
H46 -2.152 1.292 2.900  0.355
H47 -3.239 0.496 4.017  0.420
H48 -2.120 -0.514 3.169  0.154
H49 -4.755 -3.125 4.449  0.501
H50 -3.196 -2.250 4.079  0.199
H51 -4.533 -1.393 4.876  0.352
H52 -4.602 -3.841 2.385  0.477
H53 -5.220 -2.835 1.061  0.254
H54 -6.245 -3.221 2.461  0.367
O4 8.430 1.915 -2.706  -0.827
P4 7.371 1.000 -2.294  0.207
N10 6.916 1.153 -0.634  0.526
C19 7.591 2.223 0.048  -1.136
C20 5.901 0.388 0.134  -0.690
N11 7.836 -0.671 -2.434  0.324
C21 8.372 -1.493 -1.396  -0.983
C22 7.941 -1.374 -3.740  -1.125
N12 5.967 1.152 -3.258  0.384
C23 4.935 0.083 -3.241  -0.677
C24 5.523 2.470 -3.593  -0.946
H55 8.611 2.465 -0.250  0.312
H56 7.604 2.110 1.132  0.320
H57 6.958 3.090 -0.142  0.381
H58 5.796 0.493 1.214  0.193
H59 5.855 -0.637 -0.234  0.139
H60 4.926 0.665 -0.267  0.253
H61 8.397 -2.536 -1.712  0.350
H62 9.340 -1.052 -1.157  0.283
H63 7.661 -1.431 -0.572  0.287
H64 8.999 -1.323 -3.998  0.408
H65 7.677 -2.429 -3.675  0.354
H66 7.402 -0.926 -4.575  0.330
H67 4.011 0.344 -2.725  -0.146
H68 4.618 -0.210 -4.242  0.364
H69 5.295 -0.842 -2.789  0.279
H70 6.036 3.198 -2.965  0.363
H71 4.435 2.543 -3.592  0.160
H72 5.859 2.714 -4.601  0.302
O5 -9.871 3.545 -2.170  -0.844
P5 -8.521 3.672 -2.877  0.463
N13 -7.178 2.970 -2.135  0.416
C25 -7.393 1.796 -1.197  -1.127
C26 -5.818 3.180 -2.622  -0.709
N14 -7.954 5.276 -3.189  0.177
C27 -7.799 6.155 -1.973  -0.988
C28 -8.570 6.071 -4.289  -1.142
N15 -8.412 2.938 -4.422  0.158
C29 -9.148 1.638 -4.519  -1.020
C30 -7.429 3.340 -5.514  -1.289
H73 -7.009 0.902 -1.686  0.350
H74 -8.467 1.696 -1.035  0.368
H75 -6.854 1.964 -0.264  0.305
H76 -5.690 2.648 -3.565  0.173
H77 -5.168 2.814 -1.827  0.146
H78 -5.627 4.251 -2.684  0.271
H79 -7.078 5.637 -1.341  0.221
H80 -7.359 7.108 -2.267  0.397
H81 -8.685 6.214 -1.341  0.327
H82 -9.564 6.426 -4.019  0.380
H83 -8.042 7.012 -4.440  0.411
H84 -8.516 5.676 -5.303  0.294
H85 -10.191 1.866 -4.298  0.325
H86 -9.143 1.219 -5.525  0.398
H87 -8.746 0.888 -3.838  0.252
H88 -7.932 3.526 -6.462  0.424
H89 -6.725 2.556 -5.793  0.403
H90 -6.735 4.162 -5.341  0.442
C31 1.853 1.046 -0.573  0.258
C32 0.534 1.702 -0.687  0.133
N16 -0.464 2.206 -0.846  -0.381
H91 2.445 1.648 -1.263  0.034
H92 1.700 -0.026 -0.690  -0.312
H93 2.227 0.994 0.449  0.207
C33 -3.425 3.749 0.488  0.143
C34 -2.830 4.958 0.026  -0.093
N17 -2.341 5.994 -0.300  -0.529
H94 -2.855 3.543 1.394  0.163
H95 -3.167 2.927 -0.180  -0.043
H96 -4.492 3.956 0.567  0.346
C35 2.893 3.856 -6.162  -0.836
C36 2.371 2.610 -5.565  0.520
N18 1.979 1.606 -4.983  -0.506
H97 2.116 4.453 -6.639  0.331
H98 3.666 3.483 -6.834  0.262
H99 3.330 4.539 -5.433  0.278

Cartesian forces, eV/Å:
1.0 1.9 -0.8
-1.6 -0.1 0.0
-0.3 -0.7 0.6
0.8 0.1 0.1
0.0 0.0 0.5
1.0 -0.1 -1.1
1.9 -0.7 -0.1
-0.1 -1.4 2.1
0.0 0.3 -0.5
-1.1 0.7 0.9
1.5 0.3 -0.8
-0.3 0.2 -0.7
-0.5 0.3 -0.3
0.3 -0.3 -0.2
-0.5 -0.1 -0.2
0.1 -0.2 0.1
-0.1 0.2 -0.3
-0.9 0.7 0.7
-0.8 -0.4 0.8
0.1 -0.5 -0.4
0.1 0.2 -0.1
-0.1 0.1 -0.4
0.3 0.0 -0.2
0.0 -0.2 0.1
0.3 -0.1 0.3
-0.4 0.5 -0.6
-0.6 0.1 0.6
-0.1 0.0 0.0
-0.2 -0.8 -0.3
0.9 1.6 -0.1
-1.2 -2.4 -0.9
-0.1 -0.4 0.8
1.8 0.1 -0.3
1.8 -0.8 -0.1
0.2 0.5 -1.8
-1.4 0.2 0.3
0.9 0.9 -0.5
-0.9 2.8 1.8
-0.8 -2.1 -1.6
1.0 0.7 0.5
0.1 0.0 0.4
-0.5 0.1 0.1
-0.1 -0.1 -0.1
-0.6 -0.1 0.0
0.2 0.1 0.4
-0.4 -0.4 0.4
-0.1 -0.1 0.4
0.8 -0.4 0.1
0.2 0.0 -0.7
-0.4 0.2 0.1
-0.2 0.0 -0.4
-0.3 -0.1 0.4
0.1 0.1 0.5
-0.2 0.2 -0.3
-0.8 -0.4 0.1
0.6 0.2 -0.4
0.1 0.5 0.4
-0.4 -0.6 0.4
1.4 -0.6 1.5
2.0 1.3 -2.7
0.3 0.5 0.1
0.6 0.1 0.0
0.4 -0.2 -0.5
-0.8 1.7 2.1
-1.3 -0.3 -0.2
-0.8 -0.3 -1.1
-0.8 -1.0 1.6
-0.5 1.5 -0.9
-0.9 0.1 -0.7
-0.4 0.1 0.1
-0.3 -0.3 -0.2
0.0 -0.1 0.3
-0.6 -0.3 0.2
0.4 -1.0 -0.1
-0.3 -0.5 0.4
0.1 0.1 -0.4
0.1 -0.1 0.2
0.5 -0.1 -0.1
0.4 -0.2 0.0
-0.3 0.1 -0.2
0.6 0.1 -0.1
0.2 0.1 0.3
0.0 -0.4 0.3
0.2 -0.2 0.3
0.2 0.2 0.0
-0.1 0.0 0.0
-0.2 -0.4 -0.3
0.1 1.0 0.2
-1.5 -3.3 0.7
1.5 -1.2 -0.4
-0.7 1.4 0.6
-1.1 0.1 -2.7
-2.4 0.9 -2.2
-0.4 1.0 0.9
0.8 1.1 0.2
0.4 -2.3 1.2
0.3 0.0 -0.2
0.6 0.5 -0.7
-0.2 -0.4 -0.4
-0.1 -0.4 0.1
0.4 0.8 0.3
1.0 0.1 -0.1
0.6 -0.4 0.7
-0.5 0.6 0.2
0.4 0.2 0.0
0.3 -0.8 0.6
0.6 -0.2 0.5
0.2 -0.3 -0.4
-0.3 0.1 0.2
-0.2 0.3 0.3
0.1 0.4 0.3
0.1 0.3 -0.3
0.2 0.2 0.2
-0.5 0.2 0.2
0.0 0.1 0.4
-0.1 0.1 -0.3
3.0 -0.2 -1.4
0.0 0.3 -0.6
-1.4 -0.1 2.0
0.3 1.3 -1.3
-1.0 0.0 0.8
-0.7 0.4 -0.2
0.6 -1.8 -0.3
0.1 0.5 0.4
0.1 0.9 -0.9
0.2 1.2 -0.2
-0.6 -1.0 0.2
0.0 -0.2 0.2
0.1 0.0 0.2
-0.1 -0.1 0.0
0.5 0.1 0.0
0.3 -0.3 -0.3
0.1 -0.1 -0.5
0.2 0.1 0.1
-0.3 0.0 0.0
-0.4 0.4 -0.4
-0.4 -0.5 -0.2
0.6 0.0 0.5
-0.4 -0.8 0.4
0.0 -0.3 0.3
0.3 0.3 -0.1
0.0 0.0 0.1
-0.4 0.3 0.1
-0.1 -0.7 0.4
-0.7 0.3 0.8
-1.3 0.1 0.6
2.4 -1.4 0.8
-2.3 1.1 -0.3
0.7 -0.9 0.0
0.4 0.0 -1.3
0.1 1.0 0.1
0.5 -0.4 -0.1
2.6 5.4 -2.1
-2.0 -4.1 1.3
-0.7 -0.3 0.5
-0.4 0.1 -0.2
0.0 -0.6 0.4
-0.1 -0.6 0.2
-2.5 -5.3 4.1
2.5 6.1 -3.7
0.0 -0.4 -0.4
0.0 0.6 -0.3
0.2 -0.4 0.3

Output
**HOMO level**: -7.819 eV
**Orbital gap**: 8.1 eV
**Energy relative to the best compared isomer or geometry (same formula, charge and spin)**: 164.71 kcal per mole
**Structure (SMILES)**: CN(C)P(=O)(N(C)C)N(C)C.CN(C)P(=O)(N(C)C)N(C)C.CN(C)P(=O)(N(C)C)N(C)C.CN(C)P(=O)(N(C)C)N(C)C.CN(C)P(=O)(N(C)C)N(C)C.CC#N.CC#N.CC#N
**Calculated total energy**: -4499.645138 Ha
**Strongest force on any atom**: 7.6 eV/Å

C17H17N6O4RbS2 | ωB97M-V/def2-TZVPD

Last column: Mulliken charge in e.
CARTESIAN COORDINATES (ANGSTROEM)
Rb1 -0.088 -0.656 -1.208  0.847
N1 4.885 0.422 -1.336  0.092
C1 3.852 -0.361 -0.862  -0.133
N2 2.829 0.404 -0.586  0.053
C2 3.203 1.621 -0.926  0.073
N3 4.443 1.695 -1.429  -0.747
C3 2.378 2.807 -0.843  0.440
C4 3.023 4.034 -0.933  -0.327
N4 2.320 5.166 -1.056  -0.628
C5 1.019 5.124 -0.831  -0.313
C6 0.374 3.895 -0.640  0.015
N5 1.027 2.784 -0.681  -0.169
H1 5.801 0.172 -1.723  0.217
H2 3.918 -1.428 -0.701  0.228
H3 4.091 4.147 -0.949  0.457
H4 0.511 6.110 -0.763  0.343
H5 -0.658 3.849 -0.234  0.316
C7 0.185 -2.499 3.341  -0.692
C8 1.524 -1.892 3.134  -0.227
C9 1.117 -0.624 2.324  -0.382
O1 0.128 -1.148 1.385  -0.105
C10 -0.371 -2.417 1.895  -0.458
H6 -0.438 -1.925 4.018  0.332
H7 0.183 -3.548 3.584  0.322
H8 2.065 -2.540 2.366  0.007
H9 2.059 -1.746 4.053  0.382
H10 1.846 -0.039 1.842  0.090
H11 0.567 0.093 2.978  0.209
H12 0.102 -3.227 1.314  0.219
H13 -1.445 -2.299 1.851  0.316
N6 -8.282 0.657 -0.487  -0.620
C11 -7.140 0.420 -0.599  0.087
C12 -5.684 0.322 -0.726  0.496
C13 -4.805 1.219 -0.130  -0.456
C14 -3.430 1.103 -0.364  -0.193
C15 -2.952 -0.002 -1.038  -0.543
C16 -3.782 -0.935 -1.527  -0.517
C17 -5.165 -0.773 -1.417  -0.480
H14 -5.182 2.058 0.520  0.259
H15 -2.813 1.841 0.105  0.288
H16 -3.390 -1.835 -1.999  0.335
H17 -5.848 -1.496 -1.855  0.344
O2 2.205 -4.840 -2.581  -0.679
S1 1.475 -3.731 -1.947  0.940
O3 0.027 -3.921 -1.641  -0.640
O4 1.659 -2.404 -2.487  -0.660
S2 2.657 -3.658 -0.208  -0.741

Cartesian forces, eV/Å:
0.4 -0.3 -0.4
-1.3 -0.2 0.0
1.4 0.1 -0.2
-0.8 -1.3 0.4
1.3 0.3 -0.9
0.0 0.3 0.3
-0.8 1.4 0.1
-1.0 0.5 -0.6
0.5 0.4 0.8
-0.3 0.4 -0.2
-1.0 1.6 1.3
1.8 -2.2 -0.2
-0.9 0.1 0.4
-0.3 -0.4 0.0
0.3 -0.3 -0.1
0.1 -0.9 -0.3
0.5 0.0 -0.8
-1.2 -0.5 -1.4
0.7 0.3 -2.1
-2.2 -1.0 1.3
1.0 0.2 1.0
0.9 0.9 0.5
-0.1 0.1 0.3
0.2 -0.4 0.6
-0.2 0.7 1.2
0.6 0.3 0.3
1.1 0.1 -1.0
0.2 -0.3 0.0
-0.6 0.2 -0.1
-0.3 -0.6 -0.2
2.0 -0.7 -0.2
-1.0 1.2 0.3
-1.1 -0.8 0.0
0.1 1.8 0.8
-2.4 -0.6 0.4
3.6 1.3 0.3
-2.4 -1.0 -0.5
0.1 -0.5 -0.4
0.1 -0.9 -0.8
0.6 0.5 0.1
-0.2 -0.1 -0.1
-0.1 0.0 0.0
-1.5 0.5 -1.3
1.0 -1.7 2.9
1.1 -0.3 -0.4
0.3 1.5 -1.9
-0.5 0.3 0.7

Output
**HOMO level**: -0.641 eV
**Orbital gap**: 4.4 eV
**Energy relative to the best compared isomer or geometry (same formula, charge and spin)**: 33.56 kcal per mole
**Calculated total energy**: -2107.941683 Ha
**Total charge**: -2
**Strongest force on any atom**: 3.9 eV/Å

C3H4NO2P | ωB97M-V/def2-TZVPD

Last column: Mulliken charge in e.
CARTESIAN COORDINATES (ANGSTROEM)
C1 1.018 -0.696 -0.662  -0.674
C2 -0.088 0.204 -0.771  -0.069
C3 0.509 -1.966 -0.987  0.018
N1 -0.629 2.169 2.005  0.059
O1 -1.596 2.780 2.397  -0.273
O2 -0.796 -2.012 -1.416  -0.258
P1 -1.437 -0.539 -1.581  -0.059
H1 1.881 -0.586 -0.087  0.354
H2 -0.002 1.200 -0.358  0.339
H3 0.859 -3.028 -1.089  0.358
H4 0.280 2.474 2.550  0.206

Cartesian forces, eV/Å:
-3.7 -2.9 -0.4
0.0 -0.1 -0.9
0.1 -1.0 -0.4
-0.3 0.9 0.7
1.6 -0.7 -0.3
1.9 -0.1 -0.4
0.0 2.0 1.4
1.4 0.4 0.4
-0.3 0.1 -0.4
0.5 1.5 0.6
-1.2 -0.1 -0.4

Output
**HOMO level**: -8.285 eV
**Orbital gap**: 7.7 eV
**Energy relative to the best compared isomer or geometry (same formula, charge and spin)**: 61.96 kcal per mole
**Structure (SMILES)**: c1copc1.N=O
**Calculated total energy**: -663.163939 Ha
**Strongest force on any atom**: 4.7 eV/Å

C14H22F5NbO8PS | ωB97M-V/def2-TZVPD

Last column: Mulliken charge in e.
CARTESIAN COORDINATES (ANGSTROEM)
O1 -1.430 -1.046 3.893  -0.461
P1 -1.358 -1.769 2.423  0.612
O2 0.213 -1.876 1.902  -0.524
S1 -2.056 -3.598 2.599  -0.483
Nb1 -2.682 -0.523 0.514  -0.690
C1 -3.097 1.308 1.885  -0.179
F1 -1.992 1.701 2.630  -0.345
F2 -3.433 2.462 1.135  -0.333
C2 -4.303 1.083 2.791  0.742
C3 -4.199 1.200 4.163  -0.630
C4 -5.345 0.954 4.917  -0.500
C5 -6.530 0.617 4.314  -0.716
C6 -6.627 0.490 2.935  -0.087
C7 -7.902 0.087 2.220  0.841
F3 -8.570 -0.823 2.980  -0.278
F4 -8.712 1.101 1.899  -0.250
F5 -7.581 -0.585 1.090  -0.257
C8 -5.498 0.747 2.177  0.015
H1 -1.657 -1.744 4.529  0.296
H2 0.202 -2.378 1.073  0.307
H3 -1.119 0.207 -0.152  0.037
H4 -2.388 -1.873 -0.696  0.060
H5 -4.134 -1.474 1.065  0.123
H6 -3.727 0.327 -0.706  0.038
H7 -3.250 1.440 4.638  0.471
H8 -5.255 1.028 6.001  0.356
H9 -7.414 0.430 4.924  0.374
H10 -5.545 0.666 1.093  0.461
C9 3.278 -1.517 -2.956  -0.670
O3 4.343 -2.057 -2.169  -0.297
C10 3.945 -2.915 -1.228  0.804
O4 2.813 -3.248 -1.011  -0.533
O5 5.027 -3.340 -0.567  -0.330
C11 4.738 -4.269 0.478  -0.612
H11 3.721 -0.837 -3.680  0.179
H12 2.754 -2.307 -3.493  0.304
H13 2.583 -0.956 -2.333  0.368
H14 4.273 -5.168 0.076  0.285
H15 4.098 -3.814 1.232  0.295
H16 5.686 -4.539 0.938  0.211
C12 5.020 4.467 -6.189  -0.626
O6 6.082 3.929 -5.402  -0.325
C13 5.682 3.068 -4.461  0.798
O7 4.547 2.736 -4.249  -0.530
O8 6.760 2.643 -3.803  -0.319
C14 6.476 1.709 -2.758  -0.540
H17 5.467 5.146 -6.910  0.214
H18 4.500 3.675 -6.726  0.295
H19 4.323 5.025 -5.565  0.294
H20 6.011 0.810 -3.160  0.214
H21 5.839 2.162 -2.000  0.291
H22 7.422 1.437 -2.298  0.231

Cartesian forces, eV/Å:
0.7 -0.3 -0.4
-0.4 -0.1 0.1
-0.3 0.5 0.9
0.0 0.0 0.0
-0.3 0.1 -0.1
-0.5 0.9 -0.5
-0.3 -0.1 0.1
0.2 -0.1 0.2
1.3 0.3 -0.4
-0.4 -0.3 0.1
0.9 0.3 0.5
-1.3 -0.3 0.3
0.3 0.6 -0.3
1.4 -1.3 0.5
-0.5 0.7 -0.1
-0.2 -0.2 0.1
-0.4 0.5 -0.1
-0.4 -0.1 -0.4
0.1 0.0 0.0
0.0 0.0 0.1
0.3 -0.7 -0.2
0.0 0.4 -0.3
0.2 -0.7 -0.3
-0.2 0.2 0.5
-0.2 -0.1 -0.2
-0.3 0.0 -0.2
0.2 0.0 -0.1
0.1 0.0 0.2
-0.2 0.2 -0.2
0.1 0.0 0.0
0.1 0.1 0.0
0.0 -0.1 0.0
0.1 0.0 0.0
0.0 -0.2 0.2
0.2 -0.1 0.1
-0.1 0.0 0.1
-0.1 -0.1 0.0
-0.1 0.1 0.0
-0.1 0.0 -0.1
0.1 0.1 -0.1
-0.1 0.2 -0.2
0.1 0.0 0.0
0.1 0.0 0.0
0.0 0.0 0.0
0.1 0.0 0.0
0.0 -0.2 0.3
0.2 -0.1 0.1
-0.1 0.0 0.1
-0.1 -0.1 0.0
-0.1 0.1 0.0
-0.1 0.0 -0.1
0.1 0.1 -0.2

Output
**HOMO level**: -5.034 eV
**Orbital gap**: 6.4 eV
**Calculated total energy**: -2444.355552 Ha
**Total charge**: -1
**Strongest force on any atom**: 2.0 eV/Å

calculated total energy of number 1 (C36H99N18O5P5)? -4499.645138 Ha